C3H6N4O in the gas phase at a distorted geometry. Source: OMol25; level of theory: ωB97M-V with the def2-TZVPD basis set.

The geometry in ORCA input format:
```
! RIJCOSX wB97M-V def2-TZVPD def2/J DEFGRID3
* xyz 0 1
C 1.0780 1.3844 0.3099
C -0.7431 -1.6159 0.2372
C 1.3297 -0.9129 -0.2746
H 2.1027 1.0399 0.1860
H 0.9081 2.3698 -0.2672
H 1.1105 1.5883 1.3599
H -2.1827 -0.3156 -1.1998
H -2.4961 0.6898 -0.0278
H -1.8938 -2.0961 0.3502
N 0.3695 0.1312 -0.2036
N -0.7533 -0.1343 0.4037
N -1.8164 0.4692 -0.5723
N 0.4699 -2.0403 0.1062
O 2.5170 -0.5578 -0.4077
*
```

Computed properties:
SMILES: Cn1c(=O)ncn1N
Energy above the lowest of the compared OMol25 structures with the same formula, charge and spin, kcal per mole: 125.6
E_HOMO, eV: -9.4836
F_max, eV/Å: 7.6
HOMO-LUMO gap, eV: 9.31
Calculated total energy, eV: -11211.331

C3H6N4O in the gas phase at a distorted geometry. Source: OMol25; level of theory: ωB97M-V with the def2-TZVPD basis set.

The geometry in ORCA input format:
```
! RIJCOSX wB97M-V def2-TZVPD def2/J DEFGRID3
* xyz 0 1
C -1.5867 0.0999 -0.1028
C 0.4521 1.1724 -0.0769
C 1.8195 -0.8943 -0.0522
N -1.2620 1.2991 -0.2126
N 1.1847 2.1762 -0.0232
N 0.6192 -0.1741 0.1036
N -2.8753 -0.5080 -0.0400
O -0.6023 -0.8516 -0.1232
H 2.0894 -0.6353 -1.1645
H 2.6323 -0.4896 0.5997
H 1.6950 -2.0808 0.1289
H 2.1755 1.9087 0.2438
H -3.3994 0.3523 0.3142
H -2.9421 -1.3749 0.4052
*
```

Computed properties:
SMILES: [H]/N=c1/nc(N)on1C
Energy above the lowest of the compared OMol25 structures with the same formula, charge and spin, kcal per mole: 91.9
E_HOMO, eV: -8.9104
F_max, eV/Å: 5.6
HOMO-LUMO gap, eV: 9.55
Calculated total energy, eV: -11212.791

C3H6N4O in the gas phase at a distorted geometry. Source: OMol25; level of theory: ωB97M-V with the def2-TZVPD basis set.

The geometry in ORCA input format:
```
! RIJCOSX wB97M-V def2-TZVPD def2/J DEFGRID3
* xyz 0 1
C -0.7588 -0.2963 -0.2497
C 0.4323 -0.9407 -0.1443
C -0.4842 1.0911 -0.1091
H -2.6053 -1.2132 -0.7782
H -2.0711 -1.8511 0.7859
H 0.8652 -1.8814 -0.4164
H 2.6380 0.5463 1.2014
H 3.2634 0.7864 -0.6053
H -2.2425 1.2258 0.3825
N -2.2537 -0.7950 0.1409
N 1.2851 0.1264 -0.2093
N 2.7650 0.0588 0.1152
N 0.7491 1.2648 -0.0572
O -1.5825 1.8781 -0.0564
*
```

Computed properties:
SMILES: Nc1cn(N)nc1O
Energy above the lowest of the compared OMol25 structures with the same formula, charge and spin, kcal per mole: 123.3
E_HOMO, eV: -8.7445
F_max, eV/Å: 6.0
HOMO-LUMO gap, eV: 9.21
Calculated total energy, eV: -11211.428

C3H6N4O as an isolated structure at a distorted geometry. Source: OMol25; level of theory: ωB97M-V with the def2-TZVPD basis set.

The geometry in ORCA input format:
```
! RIJCOSX wB97M-V def2-TZVPD def2/J DEFGRID3
* xyz 0 1
C 1.2642 -0.9992 -0.2993
C 1.1920 0.2497 -0.9753
C -0.1449 0.7837 -0.9403
H 1.6514 0.0203 1.5843
H 1.3127 -1.6740 2.1351
H 1.9714 -1.7797 -0.1919
H 1.9563 0.5650 -1.7705
H -1.5947 1.5034 -1.2247
H -2.2760 0.9717 1.0114
N 0.6919 -0.6875 2.1414
N 0.1860 -0.9550 0.6054
N -0.6577 1.5564 -1.8150
N -0.4920 0.3034 0.3146
O -1.8733 -0.1666 0.3776
*
```

Computed properties:
Energy above the lowest of the compared OMol25 structures with the same formula, charge and spin, kcal per mole: 233.1
E_HOMO, eV: -9.0329
F_max, eV/Å: 8.2
HOMO-LUMO gap, eV: 8.76
Calculated total energy, eV: -11206.667

C3H6N4O in the gas phase at a distorted geometry. Source: OMol25; level of theory: ωB97M-V with the def2-TZVPD basis set.

The geometry in ORCA input format:
```
! RIJCOSX wB97M-V def2-TZVPD def2/J DEFGRID3
* xyz 0 1
C -2.6352 0.2023 0.0012
C -0.2814 0.1184 -0.0220
C 1.8995 0.1231 0.1159
H -2.8227 1.0008 -0.8188
H -3.5254 -0.5871 0.1776
H -2.5362 0.4530 1.1469
H -1.3486 -1.3457 0.5852
H 3.1703 -1.1811 -0.8685
H 3.8239 0.2685 -0.0604
N -1.4129 -0.6518 -0.2807
N 0.1572 1.4021 -0.0545
N 1.5918 1.3523 -0.0263
N 3.0659 -0.5319 0.0120
O 0.8538 -0.6229 0.0924
*
```

Computed properties:
SMILES: CNc1nnc(N)o1
Energy above the lowest of the compared OMol25 structures with the same formula, charge and spin, kcal per mole: 77.7
E_HOMO, eV: -8.6955
F_max, eV/Å: 5.3
HOMO-LUMO gap, eV: 9.33
Calculated total energy, eV: -11213.408

C3H6N4O in the gas phase at a distorted geometry. Source: OMol25; level of theory: ωB97M-V with the def2-TZVPD basis set.

The geometry in ORCA input format:
```
! RIJCOSX wB97M-V def2-TZVPD def2/J DEFGRID3
* xyz 0 1
C 1.4246 -0.0913 0.2059
C -1.4544 0.3680 0.2842
C -1.2795 -1.0701 -0.1102
H 2.9487 -1.0712 -0.2986
H 1.3187 1.8678 0.2107
H -0.4558 1.0874 -1.2341
H -1.3734 0.4103 1.3840
H -2.4860 0.7511 -0.0600
H -2.1364 -1.4970 -0.6762
N 2.6159 -0.1235 -0.3439
N 0.7387 1.0893 0.4282
N -0.4742 1.2547 -0.2531
N -0.2356 -1.7449 -0.1673
O 0.8488 -1.2309 0.6305
*
```

Computed properties:
SMILES: [H]/N=C1/NNCC=NO1
Energy above the lowest of the compared OMol25 structures with the same formula, charge and spin, kcal per mole: 100.5
E_HOMO, eV: -9.8132
F_max, eV/Å: 4.1
HOMO-LUMO gap, eV: 10.62
Calculated total energy, eV: -11212.417

C3H6N4O in the gas phase at a distorted geometry. Source: OMol25; level of theory: ωB97M-V with the def2-TZVPD basis set.

The geometry in ORCA input format:
```
! RIJCOSX wB97M-V def2-TZVPD def2/J DEFGRID3
* xyz 0 1
C 1.6187 0.0584 1.1028
C 0.4887 0.2551 0.1154
C -1.6085 -0.1014 -0.2521
H 3.3579 0.8713 0.5260
H 3.0020 -0.4984 -0.2820
H 1.3812 0.8523 2.0051
H 1.2119 -0.8071 1.7569
H -1.2173 -0.6473 -2.1294
H -3.2658 -0.8941 -0.5779
N 2.9645 0.0268 0.6129
N 0.4276 0.1044 -1.1775
N -0.9595 0.0373 -1.4370
N -2.6583 -0.5578 0.1134
O -0.7354 0.3220 0.7653
*
```

Computed properties:
SMILES: [H]/N=c1\[nH]nc(CN)o1
Energy above the lowest of the compared OMol25 structures with the same formula, charge and spin, kcal per mole: 59.8
E_HOMO, eV: -9.0548
F_max, eV/Å: 5.2
HOMO-LUMO gap, eV: 9.90
Calculated total energy, eV: -11214.185

A 3-piece molecular cluster, C3H6N4O overall at a distorted geometry. Source: OMol25; level of theory: ωB97M-V with the def2-TZVPD basis set.

The geometry in ORCA input format:
```
! RIJCOSX wB97M-V def2-TZVPD def2/J DEFGRID3
* xyz 0 1
C -1.1420 -0.1905 -0.2057
C -0.5553 -1.3992 -0.0748
C 0.1586 0.6506 -0.2019
H -3.0087 -0.6781 -0.4573
H -2.6418 0.5678 0.8719
H -0.9326 -2.4670 0.0759
H 2.8470 1.0806 -0.6257
H 2.7481 -0.2603 1.4591
H -0.1346 2.5487 0.0258
N -2.4258 0.3074 -0.1639
N 1.2381 -0.2268 -0.2798
N 2.5447 -0.2203 -0.1617
N 0.5918 1.7748 -0.1018
O 0.7125 -1.4877 -0.1603
*
```

Computed properties:
Energy above the lowest of the compared OMol25 structures with the same formula, charge and spin, kcal per mole: 221.6
E_HOMO, eV: -7.8445
F_max, eV/Å: 8.0
HOMO-LUMO gap, eV: 7.96
Calculated total energy, eV: -11207.168